(1)
Formula: C6H13N
Source: the Open Molecules 2025 dataset
Level of theory: wB97M-V/def2-TZVPD

Geometry as XYZ:
```
20
C6H13N, DFT wB97M-V/def2-TZVPD
C -0.281 -0.866 1.876
C 0.803 -1.178 0.909
C 0.845 -0.049 -0.238
C -0.451 0.101 -1.092
C -1.104 1.243 -1.096
C -1.955 1.990 -2.132
N 2.125 -1.344 1.528
H -1.205 -0.290 1.582
H -0.086 -0.599 3.005
H -0.858 -1.803 2.135
H 0.509 -1.972 0.225
H 1.266 0.839 0.118
H 1.551 -0.503 -1.020
H -0.613 -0.748 -1.695
H -1.053 1.879 -0.139
H -1.802 3.061 -1.993
H -3.112 1.953 -1.991
H -1.776 1.826 -3.190
H 2.290 -0.508 2.056
H 2.877 -1.170 0.842
```

Results
HOMO-LUMO gap (spin up / spin down): 10.620 / 5.509 eV
relative energy (zero: lowest compared OMol25 entry of this formula, charge and spin): 73.0 kcal per mole
total charge: +1
⟨S²⟩: 0.759
spin multiplicity: 2
electronic energy: -290.7624 hartree

***

(2)
Formula: C6H13N2
Source: the Open Molecules 2025 dataset
Level of theory: wB97M-V/def2-TZVPD

Geometry as XYZ:
```
21
C6H13N2, DFT wB97M-V/def2-TZVPD
C -2.575 -1.488 1.131
C 0.457 -0.900 0.473
C -2.201 -0.360 1.782
C 1.763 -0.055 0.344
C -0.304 -0.063 -0.421
C 1.734 1.743 -1.605
N -1.290 0.223 -1.067
N 1.392 0.473 -1.037
H -2.159 -2.459 1.502
H -3.308 -1.473 0.289
H 0.770 -1.857 0.202
H -0.078 -0.902 1.437
H -1.379 -0.467 2.460
H -2.746 0.514 1.511
H 1.891 0.803 1.010
H 2.657 -0.645 0.315
H 0.809 2.324 -1.765
H 2.418 2.209 -0.869
H 2.338 1.769 -2.475
H -1.575 1.005 -1.537
H 1.384 -0.393 -1.680
```

Results
HOMO-LUMO gap: 9.080 eV
relative energy (zero: lowest compared OMol25 entry of this formula, charge and spin): 105.8 kcal per mole
total charge: +1
spin multiplicity: 1
electronic energy: -345.5274 hartree

***

(3)
Formula: C6H13N2
Source: the Open Molecules 2025 dataset
Level of theory: wB97M-V/def2-TZVPD

Geometry as XYZ:
```
21
C6H13N2, DFT wB97M-V/def2-TZVPD
C -2.331 -1.172 0.692
C -1.738 -0.233 -0.209
C -1.286 0.705 -1.008
C -0.001 0.078 -0.582
N 0.495 -0.955 -1.667
N 0.979 0.502 0.263
C 1.427 -0.187 1.472
C 1.338 1.960 0.059
H -2.405 -2.209 0.231
H -3.436 -1.032 0.730
H -1.714 -1.104 1.610
H -1.820 1.410 -1.710
H 1.586 -0.982 -1.370
H 0.335 -0.610 -2.662
H 0.053 -1.867 -1.451
H 0.512 -0.726 1.853
H 2.172 -0.974 1.392
H 1.642 0.554 2.266
H 1.643 2.116 -1.004
H 0.460 2.591 0.306
H 2.089 2.135 0.789
```

Results
HOMO-LUMO gap: 9.034 eV
relative energy (zero: lowest compared OMol25 entry of this formula, charge and spin): 108.5 kcal per mole
total charge: +1
spin multiplicity: 1
electronic energy: -345.5231 hartree

***

(4)
Formula: C6H13N2
Source: the Open Molecules 2025 dataset
Level of theory: wB97M-V/def2-TZVPD

Geometry as XYZ:
```
21
C6H13N2, DFT wB97M-V/def2-TZVPD
C -1.740 1.416 0.375
C -0.821 0.634 -0.528
C 0.891 1.178 -0.391
N 1.446 -0.054 -0.047
C 2.804 -0.366 0.205
C 0.577 -1.037 0.078
N -0.670 -0.753 -0.136
C -1.850 -1.590 -0.017
H -1.457 1.214 1.333
H -2.800 1.251 0.361
H -1.548 2.441 0.336
H -1.180 0.766 -1.660
H 1.215 1.761 -1.240
H 0.960 1.997 0.428
H 3.454 -0.561 -0.744
H 3.304 0.439 0.676
H 2.884 -1.182 0.890
H 0.947 -2.115 0.176
H -1.564 -2.639 -0.041
H -2.376 -1.499 -0.959
H -2.475 -1.301 0.907
```

Results
HOMO-LUMO gap: 10.380 eV
relative energy (zero: lowest compared OMol25 entry of this formula, charge and spin): 35.7 kcal per mole
total charge: +1
spin multiplicity: 1
electronic energy: -345.6391 hartree

***

(5)
Formula: C6H13N2
Source: the Open Molecules 2025 dataset
Level of theory: wB97M-V/def2-TZVPD

Geometry as XYZ:
```
21
C6H13N2, DFT wB97M-V/def2-TZVPD
C 1.047 -1.466 -1.665
C 1.208 -0.135 -1.566
C -0.484 -1.017 -0.242
C -1.372 -1.164 0.916
C 0.755 1.081 0.506
C -0.798 1.252 -1.316
N -0.030 -1.928 -0.926
N 0.173 0.294 -0.693
H 1.951 -2.372 0.721
H 1.650 -2.233 -2.181
H 1.944 0.525 -2.045
H 2.051 -1.936 1.405
H -1.847 -2.190 0.670
H -2.116 -0.325 1.102
H -0.741 -1.242 1.771
H 1.638 0.447 0.908
H 0.994 2.055 0.118
H 0.082 1.012 1.321
H -1.369 0.799 -2.137
H -1.450 1.703 -0.583
H -0.397 2.068 -1.806
```

Results
HOMO-LUMO gap: 10.355 eV
relative energy (zero: lowest compared OMol25 entry of this formula, charge and spin): 80.1 kcal per mole
total charge: +1
spin multiplicity: 1
electronic energy: -345.5683 hartree

***

(6)
Formula: C6H13N2O2
Source: the Open Molecules 2025 dataset
Level of theory: wB97M-V/def2-TZVPD

Geometry as XYZ:
```
23
C6H13N2O2, DFT wB97M-V/def2-TZVPD
H 3.342 -1.742 0.221
N 2.346 -1.590 -0.157
C 1.705 -0.520 -0.072
C 2.194 0.729 0.494
N 0.260 -0.740 -0.302
C -0.958 0.138 -0.840
C -0.581 1.630 -1.123
O -1.799 -0.525 -1.659
C -0.953 -0.431 0.577
C -1.734 -1.708 0.975
O -0.725 0.468 1.540
H 2.391 1.290 -0.447
H 3.041 0.619 1.071
H 1.355 1.333 0.950
H 0.214 -1.767 -0.663
H -0.836 2.259 -0.285
H -0.995 1.886 -2.016
H 0.459 1.616 -1.160
H -1.766 -0.165 -2.473
H -1.548 -1.811 2.112
H -1.454 -2.564 0.519
H -2.862 -1.472 0.749
H -0.916 0.165 2.550
```

Results
HOMO-LUMO gap: 11.224 eV
relative energy (zero: lowest compared OMol25 entry of this formula, charge and spin): 85.6 kcal per mole
total charge: +1
spin multiplicity: 1
electronic energy: -496.0694 hartree

***

(7)
Formula: C6H13N2O2PS
Source: the Open Molecules 2025 dataset
Level of theory: wB97M-V/def2-TZVPD

Geometry as XYZ:
```
25
C6H13N2O2PS, DFT wB97M-V/def2-TZVPD
C -1.969 -0.491 -0.104
C 0.310 -1.026 -0.139
C 0.393 -1.713 -1.519
C 1.324 -1.625 0.816
C -1.834 2.172 -0.764
C 0.748 1.502 1.271
N -1.007 -1.289 0.235
N -1.024 0.992 -0.920
O 1.698 1.006 -1.225
O 2.000 1.193 1.874
P 0.533 0.717 -0.401
S -3.520 -0.380 0.127
H -0.565 -1.599 -2.180
H 0.391 -2.767 -1.378
H 1.214 -1.302 -2.119
H 1.610 -2.670 0.704
H 1.062 -1.379 1.843
H 2.329 -1.056 0.682
H -2.442 2.529 -1.637
H -2.444 1.927 0.036
H -1.117 2.888 -0.318
H 0.719 2.598 1.205
H 0.031 1.111 1.965
H -1.094 -2.187 0.722
H 2.654 0.849 1.224
```

Results
HOMO-LUMO gap: 9.532 eV
relative energy (zero: lowest compared OMol25 entry of this formula, charge and spin): 22.1 kcal per mole
spin multiplicity: 1
electronic energy: -1235.9025 hartree

***

(8)
Formula: C6H13N2O3S
Source: the Open Molecules 2025 dataset
Level of theory: wB97M-V/def2-TZVPD

Geometry as XYZ:
```
25
C6H13N2O3S, DFT wB97M-V/def2-TZVPD
C 0.311 -1.287 -0.485
C -0.921 -0.442 -0.961
C 0.264 0.898 -0.017
C 0.896 1.963 -0.797
C -0.492 1.232 1.285
C -2.304 -1.941 0.498
N 0.943 -0.339 0.195
N -2.268 -0.661 -0.318
O 0.477 -2.475 -0.449
O 4.073 0.273 -0.679
O 2.456 -0.514 0.886
S 3.507 -1.128 -0.027
H -0.977 -0.144 -1.925
H 0.354 2.749 -1.388
H 1.616 1.642 -1.535
H 1.421 2.705 -0.118
H 0.131 1.827 1.931
H -0.688 0.211 1.802
H -1.406 1.888 1.099
H -1.842 -2.637 -0.208
H -1.607 -1.791 1.380
H -3.382 -2.172 0.686
H -2.346 0.162 0.433
H -2.941 -0.818 -1.064
H 4.723 0.799 -0.224
```

Results
HOMO-LUMO gap (spin up / spin down): 8.487 / 8.489 eV
relative energy (zero: lowest compared OMol25 entry of this formula, charge and spin): 53.4 kcal per mole
total charge: +1
spin multiplicity: 1
electronic energy: -969.3752 hartree

***

(9)
Formula: C6H13N2O4
Source: the Open Molecules 2025 dataset
Level of theory: wB97M-V/def2-TZVPD

Geometry as XYZ:
```
25
C6H13N2O4, DFT wB97M-V/def2-TZVPD
C 1.214 0.780 -2.254
C 0.933 0.137 -0.960
O -0.161 -0.822 -1.080
C -0.714 -1.347 0.153
C -1.500 -0.294 1.028
N -2.438 0.405 0.445
O -3.369 1.133 0.852
C 0.318 -2.102 1.081
O 1.233 -1.314 1.779
C 0.504 1.260 0.089
N -0.034 2.313 -0.387
O 0.875 1.318 1.346
H 1.119 0.010 -3.082
H 2.217 1.181 -2.164
H 0.511 1.530 -2.491
H 1.840 -0.433 -0.691
H -1.377 -2.262 -0.160
H -1.717 -0.329 2.088
H -2.386 0.393 -0.591
H 0.833 -2.873 0.402
H -0.325 -2.680 1.847
H 1.864 -1.837 2.280
H -0.332 3.080 0.267
H -0.320 2.321 -1.396
H 1.213 0.432 1.599
```

Results
HOMO-LUMO gap (spin up / spin down): 8.784 / 8.785 eV
relative energy (zero: lowest compared OMol25 entry of this formula, charge and spin): 83.8 kcal per mole
total charge: +1
spin multiplicity: 1
electronic energy: -646.5250 hartree

***

(10)
Formula: C6H13N2OS
Source: the Open Molecules 2025 dataset
Level of theory: wB97M-V/def2-TZVPD

Geometry as XYZ:
```
23
C6H13N2OS, DFT wB97M-V/def2-TZVPD
C 3.014 -1.033 -0.395
C 3.744 0.028 0.015
C -2.525 1.624 -0.001
C -3.428 0.396 -0.149
C -0.581 -0.725 0.189
C -0.435 0.462 -0.663
N 0.698 0.612 -1.386
N -0.491 -0.733 1.587
O -1.183 1.527 -0.492
S -2.370 -1.118 -0.759
H 2.371 -1.574 0.361
H 3.352 -1.478 -1.395
H 3.547 0.481 0.946
H -3.057 2.513 -0.246
H -2.346 1.624 1.104
H -4.003 0.146 0.811
H -4.199 0.577 -0.977
H 0.036 -1.603 -0.177
H 0.781 1.438 -2.038
H 1.532 0.077 -1.291
H -0.763 -1.571 2.158
H -0.687 0.062 2.188
H 4.490 0.471 -0.574
```

Results
HOMO-LUMO gap: 9.208 eV
relative energy (zero: lowest compared OMol25 entry of this formula, charge and spin): 66.1 kcal per mole
total charge: +1
spin multiplicity: 1
electronic energy: -819.0170 hartree

***

(11)
Formula: C6H13N3
Source: the Open Molecules 2025 dataset
Level of theory: wB97M-V/def2-TZVPD

Geometry as XYZ:
```
22
C6H13N3, DFT wB97M-V/def2-TZVPD
H -0.852 0.711 -3.032
N -0.102 0.687 -2.343
C -0.317 1.406 -1.329
C -1.516 2.263 -1.030
C 0.678 1.408 -0.272
N 1.372 1.885 0.529
H -2.244 2.208 -1.839
H -1.199 3.298 -0.883
H -1.990 1.937 -0.106
C -0.419 -2.006 -0.480
C 0.782 -1.318 0.151
C 0.357 -0.848 1.768
N 1.370 -0.185 2.479
H -0.864 -2.726 0.206
H -0.132 -2.547 -1.381
H -1.194 -1.283 -0.730
H 1.544 -2.060 0.403
H 1.337 -0.770 -0.612
H 0.070 -1.779 2.256
H -0.515 -0.203 1.656
H 2.191 -0.768 2.596
H 1.644 0.690 1.993
```

Results
HOMO-LUMO gap: 8.579 eV
relative energy (zero: lowest compared OMol25 entry of this formula, charge and spin): 52.4 kcal per mole
spin multiplicity: 1
electronic energy: -400.6095 hartree

***

(12)
Formula: C6H13N3
Source: the Open Molecules 2025 dataset
Level of theory: wB97M-V/def2-TZVPD

Geometry as XYZ:
```
22
C6H13N3, DFT wB97M-V/def2-TZVPD
C -1.348 -1.106 0.548
C 1.086 1.565 -0.649
C 2.004 -0.439 0.507
N 0.884 0.191 -0.191
C -0.570 0.123 0.901
C -1.198 -0.492 -0.813
N -2.232 -0.640 -1.773
C -0.580 0.864 1.997
N 0.153 -0.614 -1.276
H -2.663 0.229 -2.064
H -1.974 -1.138 -2.624
H 0.536 -1.563 -1.120
H -2.356 -1.124 0.952
H -0.817 -2.054 0.773
H 1.063 2.244 0.206
H 2.051 1.632 -1.148
H 2.585 0.281 1.078
H 2.629 -0.944 -0.228
H 1.641 -1.167 1.237
H 0.253 1.822 -1.302
H 0.027 1.748 2.137
H -1.175 0.582 2.854
```

Results
HOMO-LUMO gap: 6.779 eV
relative energy (zero: lowest compared OMol25 entry of this formula, charge and spin): 150.2 kcal per mole
spin multiplicity: 1
electronic energy: -400.4537 hartree

***

- Number 10 is which compound?
  C6H13N2OS

***

- electronic energy of number 1 (C6H13N)?
  -290.7624 hartree